[1]
# C28H80N4O10

A 10-piece molecular cluster, C28H80N4O10 overall at a distorted geometry (wB97M-V/def2-TZVPD, OMol25).

Bonds (Å) are listed after each position.
Element x y z (Å)
1 C 4.958 0.196 0.362  O2 1.412, H7 1.090, H8 1.090, H9 1.090
2 O 6.008 0.498 1.258  C1 1.412, C3 1.424
3 C 5.996 1.873 1.623  O2 1.424, C4 1.485, H10 1.090, H11 1.090
4 C 7.352 2.245 2.101  C3 1.485, C5 1.563, N6 1.429, H12 1.090
5 C 7.517 3.720 2.591  C4 1.563, H13 1.090, H14 1.090, H15 1.090
6 N 8.308 2.070 1.054  C4 1.429, H16 1.010, H17 1.010
7 H 4.927 -0.872 0.147  C1 1.090
8 H 4.923 0.832 -0.523  C1 1.090
9 H 4.043 0.575 0.817  C1 1.090
10 H 5.811 2.461 0.724  C3 1.090
11 H 5.173 2.051 2.316  C3 1.090
12 H 7.617 1.686 2.999  C4 1.090
13 H 6.827 3.985 3.392  C5 1.090
14 H 7.371 4.477 1.821  C5 1.090
15 H 8.499 3.834 3.051  C5 1.090
16 H 7.797 2.670 0.421  N6 1.010
17 H 8.145 1.202 0.564  N6 1.010
18 C -3.777 -0.130 -5.277  O19 1.424, H24 1.090, H25 1.090, H26 1.090
19 O -4.521 0.992 -5.743  C18 1.424, C20 1.450
20 C -5.104 0.738 -7.045  O19 1.450, C21 1.501, H27 1.090, H28 1.090
21 C -4.074 0.807 -8.135  C20 1.501, C22 1.530, N23 1.409, H29 1.090
22 C -3.282 2.113 -8.054  C21 1.530, H30 1.090, H31 1.090, H32 1.090
23 N -4.746 0.794 -9.374  C21 1.409, H33 1.010, H34 1.010
24 H -3.148 -0.549 -6.062  C18 1.090
25 H -4.298 -1.007 -4.892  C18 1.090
26 H -3.147 0.196 -4.449  C18 1.090
27 H -5.727 -0.156 -7.080  C20 1.090
28 H -5.823 1.539 -7.220  C20 1.090
29 H -3.411 -0.058 -8.129  C21 1.090
30 H -2.869 2.229 -7.052  C22 1.090
31 H -3.802 3.018 -8.369  C22 1.090
32 H -2.477 1.983 -8.777  C22 1.090
33 H -5.159 1.677 -9.639  N23 1.010
34 H -5.644 0.335 -9.427  N23 1.010
35 C -3.925 5.019 -2.076  O36 1.421, H41 1.090, H42 1.090, H43 1.090
36 O -2.947 5.904 -1.549  C35 1.421, C37 1.383
37 C -2.917 5.675 -0.185  O36 1.383, C38 1.546, H44 1.090, H45 1.090
38 C -1.951 6.727 0.408  C37 1.546, C39 1.581, N40 1.463, H46 1.090
39 C -1.835 6.747 1.985  C38 1.581, H47 1.090, H48 1.090, H49 1.090
40 N -2.255 8.083 -0.050  C38 1.463, H50 1.010, H51 1.010
41 H -3.613 3.995 -1.872  C35 1.090
42 H -3.960 5.137 -3.159  C35 1.090
43 H -4.938 5.079 -1.679  C35 1.090
44 H -3.944 5.780 0.162  C37 1.090
45 H -2.699 4.634 0.055  C37 1.090
46 H -0.972 6.444 0.022  C38 1.090
47 H -2.867 6.902 2.298  C39 1.090
48 H -1.182 7.536 2.358  C39 1.090
49 H -1.413 5.955 2.604  C39 1.090
50 H -3.033 7.909 -0.670  N40 1.010
51 H -1.449 8.501 -0.492  N40 1.010
52 C 2.640 -7.726 -3.967  O53 1.366, H58 1.090, H59 1.090, H60 1.090
53 O 2.535 -6.433 -3.539  C52 1.366, C54 1.460
54 C 1.213 -5.878 -3.813  O53 1.460, C55 1.577, H61 1.090, H62 1.090
55 C 1.120 -4.399 -3.273  C54 1.577, C56 1.514, N57 1.419, H63 1.090
56 C 2.023 -3.339 -3.866  C55 1.514, H64 1.090, H65 1.090, H66 1.090
57 N 1.375 -4.387 -1.877  C55 1.419, H67 1.010, H68 1.010
58 H 2.717 -7.706 -5.054  C52 1.090
59 H 1.859 -8.443 -3.714  C52 1.090
60 H 3.642 -7.941 -3.596  C52 1.090
61 H 1.199 -5.919 -4.902  C54 1.090
62 H 0.402 -6.467 -3.385  C54 1.090
63 H 0.057 -4.154 -3.277  C55 1.090
64 H 2.079 -2.405 -3.306  C56 1.090
65 H 1.970 -3.128 -4.934  C56 1.090
66 H 3.026 -3.703 -3.641  C56 1.090
67 H 0.806 -4.975 -1.285  N57 1.010
68 H 2.313 -4.661 -1.622  N57 1.010
69 C 3.648 -3.334 4.351  C70 1.536, H72 1.090, H73 1.090, H74 1.090
70 C 3.466 -2.842 5.795  C69 1.536, O71 1.428, H75 1.090, H76 1.090
71 O 2.445 -3.630 6.408  C70 1.428, H77 0.960
72 H 2.883 -2.869 3.730  C69 1.090
73 H 3.673 -4.406 4.154  C69 1.090
74 H 4.588 -2.983 3.923  C69 1.090
75 H 3.259 -1.773 5.748  C70 1.090
76 H 4.402 -2.993 6.333  C70 1.090
77 H 1.809 -3.055 6.840  O71 0.960
78 C -5.482 -2.525 5.795  C79 1.470, H81 1.090, H82 1.090, H83 1.090
79 C -5.335 -2.073 7.186  C78 1.470, O80 1.384, H84 1.090, H85 1.090
80 O -4.258 -2.658 7.828  C79 1.384, H86 0.960
81 H -4.494 -2.495 5.336  C78 1.090
82 H -6.263 -2.100 5.165  C78 1.090
83 H -5.687 -3.593 5.869  C78 1.090
84 H -6.214 -2.191 7.820  C79 1.090
85 H -5.328 -0.987 7.275  C79 1.090
86 H -4.554 -3.503 8.174  O80 0.960
87 C 1.092 2.799 -2.285  C88 1.518, H90 1.090, H91 1.090, H92 1.090
88 C 1.394 3.728 -3.447  C87 1.518, O89 1.470, H93 1.090, H94 1.090
89 O 0.796 5.004 -3.025  C88 1.470, H95 0.960
90 H 0.026 2.835 -2.056  C87 1.090
91 H 1.671 2.919 -1.369  C87 1.090
92 H 1.133 1.846 -2.813  C87 1.090
93 H 0.971 3.477 -4.419  C88 1.090
94 H 2.445 3.847 -3.708  C88 1.090
95 H -0.162 4.967 -3.067  O89 0.960
96 C -0.326 3.176 6.360  C97 1.515, H99 1.090, H100 1.090, H101 1.090
97 C 0.782 3.022 5.339  C96 1.515, O98 1.359, H102 1.090, H103 1.090
98 O 1.658 4.051 5.483  C97 1.359, H104 0.960
99 H -1.096 2.433 6.154  C96 1.090
100 H -0.823 4.139 6.470  C96 1.090
101 H 0.157 2.880 7.292  C96 1.090
102 H 0.350 3.116 4.343  C97 1.090
103 H 1.308 2.073 5.440  C97 1.090
104 H 2.257 3.860 6.209  O98 0.960
105 C -1.911 0.323 2.064  C106 1.511, H108 1.090, H109 1.090, H110 1.090
106 C -1.641 -0.931 1.265  C105 1.511, O107 1.362, H111 1.090, H112 1.090
107 O -0.330 -1.111 0.945  C106 1.362, H113 0.960
108 H -1.423 1.186 1.612  C105 1.090
109 H -1.519 0.300 3.080  C105 1.090
110 H -2.963 0.584 1.947  C105 1.090
111 H -2.243 -0.840 0.361  C106 1.090
112 H -1.978 -1.852 1.743  C106 1.090
113 H -0.110 -1.780 0.293  O107 0.960
114 C -1.691 -7.349 1.349  C115 1.514, H117 1.090, H118 1.090, H119 1.090
115 C -0.279 -7.575 1.846  C114 1.514, O116 1.424, H120 1.090, H121 1.090
116 O 0.629 -7.858 0.786  C115 1.424, H122 0.960
117 H -1.932 -7.970 0.487  C114 1.090
118 H -1.691 -6.278 1.149  C114 1.090
119 H -2.489 -7.522 2.072  C114 1.090
120 H -0.334 -8.485 2.444  C115 1.090
121 H 0.053 -6.701 2.407  C115 1.090
122 H 0.320 -8.690 0.421  O116 0.960

**Relative energy (zero: lowest compared OMol25 entry of this formula, charge and spin)**: 118.20 kcal per mole
**Structure (SMILES)**: COC[C@H](C)N.COC[C@H](C)N.COC[C@H](C)N.COC[C@H](C)N.CCO.CCO.CCO.CCO.CCO.CCO
**Multiplicity**: 1
**Frontier orbital gap**: 9.1 eV
**HOMO energy**: -0.33024 Eh
**Energy**: -2085.90911 Eh


[2]
# C28H80O14S13

A 13-piece molecular cluster, C28H80O14S13 overall at a distorted geometry (wB97M-V/def2-TZVPD, OMol25).

Bonds (Å) are listed after each position.
Element x y z (Å)
1 C -1.610 0.368 -6.079  S2 1.819, H5 1.123, H6 1.116, H7 1.084
2 S -3.066 0.513 -4.998  C1 1.819, O3 1.528, C4 1.843
3 O -4.274 -0.044 -5.748  S2 1.528
4 C -2.651 -0.771 -3.743  S2 1.843, H8 1.122, H9 1.110, H10 1.067
5 H -1.550 -0.679 -6.482  C1 1.123
6 H -0.729 0.623 -5.442  C1 1.116
7 H -1.714 1.102 -6.870  C1 1.084
8 H -2.216 -1.625 -4.327  C4 1.122
9 H -3.592 -1.102 -3.256  C4 1.110
10 H -1.910 -0.586 -2.998  C4 1.067
11 C -2.467 2.058 -2.176  S12 1.811, H15 1.090, H16 1.124, H17 1.066
12 S -0.764 2.330 -2.728  C11 1.811, O13 1.461, C14 1.831
13 O -0.374 1.192 -3.558  S12 1.461
14 C -1.223 3.654 -3.906  S12 1.831, H18 1.087, H19 1.099, H20 1.075
15 H -3.099 2.150 -3.060  C11 1.090
16 H -2.642 2.784 -1.337  C11 1.124
17 H -2.545 1.066 -1.794  C11 1.066
18 H -2.036 3.333 -4.553  C14 1.087
19 H -0.302 3.924 -4.440  C14 1.099
20 H -1.516 4.565 -3.416  C14 1.075
21 C 3.432 4.053 -1.191  S22 1.781, H25 1.071, H26 1.148, H27 1.075
22 S 1.912 4.702 -1.853  C21 1.781, O23 1.517, C24 1.757
23 O 1.984 6.163 -1.449  S22 1.517
24 C 2.271 4.934 -3.557  S22 1.757, H28 1.123, H29 1.111, H30 1.084
25 H 3.680 3.049 -1.468  C21 1.071
26 H 3.227 4.032 -0.061  C21 1.148
27 H 4.223 4.769 -1.328  C21 1.075
28 H 1.603 5.811 -3.769  C24 1.123
29 H 1.909 4.141 -4.246  C24 1.111
30 H 3.334 5.132 -3.631  C24 1.084
31 C 4.294 1.682 1.211  S32 1.709, H35 1.118, H36 1.099, H37 1.066
32 S 5.797 2.467 1.428  C31 1.709, O33 1.473, C34 1.744
33 O 6.846 1.437 1.519  S32 1.473
34 C 5.435 3.235 2.951  S32 1.744, H38 1.108, H39 1.169, H40 1.100
35 H 4.195 1.004 2.095  C31 1.118
36 H 4.310 1.226 0.211  C31 1.099
37 H 3.456 2.339 1.267  C31 1.066
38 H 5.268 2.597 3.842  C34 1.108
39 H 4.438 3.830 2.807  C34 1.169
40 H 6.136 4.017 3.279  C34 1.100
41 C 0.694 6.300 1.886  S42 1.797, H45 1.037, H46 1.125, H47 1.076
42 S 1.279 4.605 1.769  C41 1.797, O43 1.507, C44 1.724
43 O 1.109 4.096 3.177  S42 1.507
44 C -0.087 3.993 0.915  S42 1.724, H48 1.055, H49 1.123, H50 1.101
45 H -0.251 6.281 2.313  C41 1.037
46 H 0.712 6.689 0.832  C41 1.125
47 H 1.330 6.864 2.546  C41 1.076
48 H -0.270 4.535 0.028  C44 1.055
49 H -0.939 4.179 1.623  C44 1.123
50 H 0.114 2.938 0.674  C44 1.101
51 C -2.354 -4.760 2.537  S52 1.770, H55 1.106, H56 1.094, H57 1.109
52 S -3.765 -3.746 2.195  C51 1.770, O53 1.491, C54 1.849
53 O -4.841 -4.679 1.754  S52 1.491
54 C -4.121 -3.238 3.937  S52 1.849, H58 1.115, H59 1.087, H60 1.101
55 H -1.605 -4.031 2.900  C51 1.106
56 H -1.947 -5.249 1.647  C51 1.094
57 H -2.617 -5.518 3.301  C51 1.109
58 H -4.829 -2.378 3.973  C54 1.115
59 H -3.161 -2.955 4.362  C54 1.087
60 H -4.527 -4.139 4.421  C54 1.101
61 C -3.017 1.868 5.050  S62 1.742, H65 1.103, H66 1.082, H67 1.087
62 S -3.006 0.464 4.019  C61 1.742, O63 1.530, C64 1.808
63 O -4.524 0.277 3.966  S62 1.530
64 C -2.529 1.356 2.520  S62 1.808, H68 1.082, H69 1.116, H70 1.050
65 H -2.287 2.613 4.690  C61 1.103
66 H -2.776 1.554 6.057  C61 1.082
67 H -3.955 2.414 5.000  C61 1.087
68 H -2.615 0.728 1.644  C64 1.082
69 H -1.479 1.726 2.596  C64 1.116
70 H -3.060 2.259 2.445  C64 1.050
71 C 4.443 -2.270 0.292  S72 1.760, H75 1.078, H76 1.128, H77 1.072
72 S 5.644 -2.570 -0.960  C71 1.760, O73 1.510, C74 1.875
73 O 4.901 -2.239 -2.232  S72 1.510
74 C 6.793 -1.133 -0.600  S72 1.875, H78 1.111, H79 1.126, H80 1.104
75 H 3.665 -3.005 0.162  C71 1.078
76 H 3.882 -1.304 0.135  C71 1.128
77 H 4.791 -2.335 1.303  C71 1.072
78 H 6.140 -0.239 -0.691  C74 1.111
79 H 7.551 -1.050 -1.427  C74 1.126
80 H 7.230 -1.186 0.413  C74 1.104
81 C -5.693 -1.210 1.393  S82 1.797, H85 1.106, H86 1.134, H87 1.077
82 S -5.238 -0.351 -0.119  C81 1.797, O83 1.504, C84 1.817
83 O -3.834 -0.845 -0.337  S82 1.504
84 C -6.148 -1.354 -1.330  S82 1.817, H88 1.071, H89 1.106, H90 1.097
85 H -6.783 -1.236 1.574  C81 1.106
86 H -5.269 -0.647 2.282  C81 1.134
87 H -5.344 -2.215 1.226  C81 1.077
88 H -6.170 -2.377 -1.013  C84 1.071
89 H -5.807 -1.281 -2.380  C84 1.106
90 H -7.208 -1.072 -1.304  C84 1.097
91 C -3.263 -4.272 -1.881  S92 1.838, H95 1.079, H96 1.088, H97 1.086
92 S -2.190 -5.734 -1.588  C91 1.838, O93 1.507, C94 1.857
93 O -1.161 -5.292 -0.579  S92 1.507
94 C -3.390 -6.781 -0.632  S92 1.857, H98 1.109, H99 1.100, H100 1.101
95 H -3.325 -3.807 -0.909  C91 1.079
96 H -4.193 -4.368 -2.439  C91 1.088
97 H -2.644 -3.649 -2.520  C91 1.086
98 H -4.051 -7.230 -1.401  C94 1.109
99 H -3.985 -6.154 0.049  C94 1.100
100 H -2.802 -7.589 -0.168  C94 1.101
101 C 1.526 -0.501 4.315  S102 1.838, H105 1.119, H106 1.066, H107 1.080
102 S -0.062 -0.972 5.112  C101 1.838, O103 1.484, C104 1.811
103 O -0.832 -1.853 4.201  S102 1.484
104 C 0.736 -1.967 6.399  S102 1.811, H108 1.090, H109 1.126, H110 1.086
105 H 1.317 -0.078 3.300  C101 1.119
106 H 2.098 -1.391 4.187  C101 1.066
107 H 2.056 0.167 4.977  C101 1.080
108 H -0.156 -2.198 6.981  C104 1.090
109 H 1.521 -1.404 6.978  C104 1.126
110 H 1.177 -2.820 5.892  C104 1.086
111 C 2.875 -0.559 -4.187  S112 1.730, H115 1.077, H116 1.052, H117 1.095
112 S 3.377 1.029 -3.721  C111 1.730, O113 1.517, C114 1.766
113 O 3.210 1.087 -2.214  S112 1.517
114 C 5.117 0.907 -3.993  S112 1.766, H118 1.094, H119 1.052, H120 1.069
115 H 1.851 -0.725 -3.896  C111 1.077
116 H 3.515 -1.179 -3.629  C111 1.052
117 H 3.074 -0.699 -5.255  C111 1.095
118 H 5.506 0.166 -3.289  C114 1.094
119 H 5.556 1.818 -3.703  C114 1.052
120 H 5.455 0.546 -4.942  C114 1.069
121 C 0.533 -2.616 0.803  C122 1.541, C127 1.566, H128 1.099, H129 1.076
122 C 0.913 -2.683 -0.689  C121 1.541, C123 1.540, H130 1.099, H131 1.143
123 C 1.001 -1.207 -1.122  C122 1.540, S124 1.781, H132 1.029, H133 1.126
124 S 0.215 -0.271 0.173  C123 1.781, O125 1.515, O126 1.461, C127 1.748
125 O -0.728 0.731 -0.461  S124 1.515
126 O 1.258 0.206 1.078  S124 1.461
127 C -0.617 -1.571 0.993  C121 1.566, S124 1.748, H134 1.097, H135 1.024
128 H 1.388 -2.679 1.492  C121 1.099
129 H 0.084 -3.572 1.012  C121 1.076
130 H 0.116 -3.126 -1.302  C122 1.099
131 H 1.911 -3.162 -0.972  C122 1.143
132 H 0.481 -0.979 -1.979  C123 1.029
133 H 2.093 -0.932 -1.176  C123 1.126
134 H -1.491 -1.876 0.404  C127 1.097
135 H -0.761 -1.369 1.987  C127 1.024

**Relative energy (zero: lowest compared OMol25 entry of this formula, charge and spin)**: 0.00 kcal per mole
**Multiplicity**: 1
**Frontier orbital gap**: 8.6 eV
**HOMO energy**: -0.30957 Eh
**Energy**: -7344.16726 Eh